<A>
C7H11N4S | ωB97M-V/def2-TZVPD

Geometry as XYZ:
```
23
C7H11N4S ωB97M-V/def2-TZVPD
H -1.596 -1.511 2.496
H -0.777 2.035 -2.403
H 0.694 -1.699 2.529
C 0.634 0.176 1.523
C 0.833 0.182 -1.610
C -0.196 0.931 -0.825
H -1.756 2.400 -0.940
N -1.142 -1.386 1.585
H 0.346 0.684 2.543
N 1.167 -0.839 -0.869
C 0.277 -1.366 1.570
S 2.119 -1.804 -1.781
N -1.563 0.459 1.072
H 0.660 -1.831 0.646
C 2.121 -0.811 -3.132
N -0.412 0.629 0.542
H 1.112 1.134 -3.694
C 1.361 0.331 -2.917
C -0.937 1.860 -1.399
H 1.638 0.279 1.287
H 2.456 -1.309 -3.989
H -2.234 0.553 0.292
H -1.568 -2.056 0.995
```

Results
HOMO-LUMO gap   8.82 eV
Charge   +1
Highest occupied orbital energy   -12.75 eV
Lowest unoccupied orbital energy   -3.9224 eV



<B>
C7H11N4S | ωB97M-V/def2-TZVPD

Geometry as XYZ:
```
23
C7H11N4S ωB97M-V/def2-TZVPD
C -1.723 -0.015 0.071
H -0.975 1.771 -0.694
S 1.511 -0.850 2.730
H -3.589 0.649 -0.165
N 2.644 -0.315 0.426
H -2.770 1.140 -2.227
H 0.600 -0.627 -1.999
H -3.381 -0.218 1.283
H 3.666 -0.338 3.639
N -0.846 -0.748 0.720
C 3.277 -0.417 2.677
N 0.407 -0.896 0.203
C -1.050 0.643 -1.093
H 4.671 0.117 1.142
H 1.293 0.720 -1.123
C 3.653 -0.198 1.394
C -1.778 0.712 -2.390
C 0.366 0.057 -1.118
N -3.038 -0.030 0.344
H -1.271 -1.605 1.234
H -1.238 1.413 -3.027
H -1.946 -0.268 -2.994
C 1.517 -0.697 0.966
```

Results
HOMO-LUMO gap   8.13 eV
Charge   +1
Highest occupied orbital energy   -11.88 eV
SMILES   C[C@@H]1CN(c2nccs2)NC1=[NH2+]
Lowest unoccupied orbital energy   -3.7473 eV



Which of them is the least stable? Correct choice: <A>.



<A>
C5H9BrO | ωB97M-V/def2-TZVPD

Geometry as XYZ:
```
16
C5H9BrO ωB97M-V/def2-TZVPD
H 1.012 -0.658 1.670
C -0.162 0.557 0.219
C 1.074 0.339 1.156
C -0.446 -2.039 -0.238
H 0.441 2.678 -0.040
H -0.585 -2.402 0.878
H 0.661 -2.042 -0.418
H 0.172 1.657 -1.669
C -0.079 1.814 -0.589
H -1.191 2.021 -0.730
H -1.476 -0.269 -1.179
Br 2.650 0.084 -0.097
H 1.169 1.321 1.622
O -1.396 0.151 0.732
H -0.959 -2.608 -0.998
C -0.884 -0.604 -0.318
```

Results
HOMO-LUMO gap   10.83 eV
Highest occupied orbital energy   -10.08 eV
SMILES   C[C@H]1O[C@@]1(C)CBr
Lowest unoccupied orbital energy   0.7521 eV



<B>
C5H9BrO | ωB97M-V/def2-TZVPD

Geometry as XYZ:
```
16
C5H9BrO ωB97M-V/def2-TZVPD
C 0.331 -0.900 -1.835
Br -0.822 -2.751 -0.021
O -0.840 -0.478 1.646
H 1.844 0.634 -0.202
C -1.073 1.213 -0.068
C -0.182 -1.052 -0.604
H 1.652 -0.695 1.197
C 1.337 0.213 0.705
H 0.372 -1.702 -2.549
H -0.736 1.647 -0.956
H -2.188 0.801 -0.092
C -0.259 0.026 0.435
H 0.655 0.011 -2.278
H -0.381 -0.112 2.427
H 1.451 1.075 1.427
H -1.160 2.067 0.767
```

Results
HOMO-LUMO gap   9.90 eV
Highest occupied orbital energy   -9.09 eV
SMILES   C=C(Br)C(C)(C)O
Lowest unoccupied orbital energy   0.8117 eV



Which of them is the least stable? Correct choice: <A>.